{"formula": "C26H48Cl2O14S", "method": "the ωB97M-V functional and the def2-TZVPD basis", "species": ["O", "C", "Cl", "C", "C", "C", "Cl", "C", "C", "O", "S", "O", "O", "H", "H", "H", "H", "H", "H", "H", "H", "C", "C", "O", "C", "C", "O", "H", "H", "H", "H", "H", "H", "H", "H", "C", "C", "O", "C", "C", "O", "H", "H", "H", "H", "H", "H", "H", "H", "C", "C", "O", "C", "C", "O", "H", "H", "H", "H", "H", "H", "H", "H", "C", "C", "O", "C", "C", "O", "H", "H", "H", "H", "H", "H", "H", "H", "C", "C", "O", "C", "C", "O", "H", "H", "H", "H", "H", "H", "H", "H"], "positions_angstrom": [[1.100, 1.807, 3.714], [0.036, 1.567, 3.314], [-1.002, 0.518, 4.338], [-0.396, 2.179, 1.962], [-1.889, 2.583, 1.826], [-2.866, 1.342, 1.666], [-2.423, 0.443, 0.165], [-4.319, 1.908, 1.508], [-4.640, 2.582, 2.889], [-4.091, 3.913, 3.008], [-2.452, 3.809, 3.053], [-2.022, 3.540, 4.398], [-1.977, 5.084, 2.588], [-0.051, 1.523, 1.133], [0.198, 3.112, 1.844], [-1.970, 3.106, 0.843], [-2.902, 0.697, 2.559], [-5.012, 1.041, 1.448], [-4.411, 2.599, 0.651], [-4.131, 1.970, 3.676], [-5.719, 2.581, 3.124], [4.057, 3.161, -1.843], [3.159, 1.996, -1.487], [1.873, 2.449, -1.030], [0.848, 2.749, -1.844], [1.099, 2.902, -3.320], [-0.240, 2.962, -1.369], [3.646, 3.749, -2.666], [5.047, 2.806, -2.132], [4.159, 3.836, -0.992], [3.054, 1.282, -2.304], [3.596, 1.446, -0.653], [1.283, 3.954, -3.543], [0.212, 2.570, -3.858], [1.925, 2.300, -3.691], [-1.446, 4.014, -8.743], [-1.072, 4.019, -7.276], [-0.201, 2.927, -6.957], [1.136, 2.962, -7.107], [1.757, 4.079, -7.907], [1.813, 2.070, -6.668], [-0.571, 4.143, -9.382], [-2.154, 4.814, -8.962], [-1.898, 3.059, -9.016], [-0.640, 4.969, -6.956], [-1.969, 3.870, -6.675], [1.881, 3.751, -8.939], [2.734, 4.302, -7.481], [1.191, 5.007, -7.884], [-0.111, -1.880, 6.785], [-1.151, -2.695, 7.525], [-1.707, -3.711, 6.680], [-1.154, -4.924, 6.493], [0.260, -5.167, 6.957], [-1.767, -5.769, 5.896], [0.734, -2.494, 6.471], [0.265, -1.071, 7.413], [-0.546, -1.453, 5.882], [-0.767, -3.123, 8.453], [-1.984, -2.050, 7.805], [0.942, -4.982, 6.128], [0.344, -6.207, 7.266], [0.554, -4.564, 7.813], [2.171, -2.547, -2.061], [3.296, -1.967, -2.893], [4.112, -1.077, -2.119], [5.139, -1.471, -1.344], [5.301, -2.936, -1.027], [5.866, -0.645, -0.859], [2.549, -3.148, -1.233], [1.523, -3.175, -2.674], [1.573, -1.749, -1.621], [3.904, -2.737, -3.373], [2.875, -1.362, -3.697], [4.805, -3.152, -0.081], [6.365, -3.149, -0.931], [4.920, -3.600, -1.799], [-2.953, -4.641, 2.870], [-3.099, -3.399, 2.013], [-1.822, -2.885, 1.618], [-1.130, -3.308, 0.549], [-1.548, -4.580, -0.145], [-0.149, -2.702, 0.206], [-2.470, -5.452, 2.323], [-3.929, -4.989, 3.211], [-2.331, -4.432, 3.741], [-3.740, -3.561, 1.144], [-3.570, -2.610, 2.601], [-0.975, -5.413, 0.264], [-1.326, -4.480, -1.206], [-2.611, -4.796, -0.069]], "forces_ev_per_angstrom": [[1.885, 0.085, 0.935], [-0.738, 0.637, -1.140], [-0.328, 0.068, -0.590], [-0.628, 0.682, 0.678], [-0.651, -1.937, -1.433], [-1.003, 1.557, -0.224], [-0.026, 0.104, 0.721], [0.287, -0.474, 1.414], [0.175, -1.070, 0.000], [1.293, -1.063, -0.740], [1.011, 3.036, 0.967], [-0.656, -1.396, -0.491], [-0.556, -0.586, -0.679], [-0.649, 0.252, 0.484], [-0.184, -0.688, 0.314], [0.031, -0.031, 0.788], [0.536, -0.034, -0.742], [0.359, 0.600, -0.391], [-0.077, -0.392, 0.420], [-0.635, 0.243, -0.357], [0.590, 0.491, -0.230], [-0.085, 0.203, -0.064], [0.288, 0.095, -0.157], [-0.277, -0.209, 0.361], [0.059, 0.290, -0.163], [-0.023, -0.551, -0.259], [0.111, -0.096, 0.235], [0.034, -0.078, -0.059], [-0.038, -0.042, 0.040], [0.040, -0.098, 0.027], [-0.054, 0.088, 0.015], [-0.203, 0.009, 0.031], [0.014, -0.022, 0.030], [-0.055, 0.200, 0.077], [0.114, 0.168, 0.005], [0.112, -0.061, -0.141], [-0.087, 0.125, -0.248], [-0.113, -0.251, 0.450], [0.362, -0.016, -0.333], [0.042, 0.504, 0.323], [-0.389, 0.057, 0.111], [-0.016, 0.098, 0.030], [0.009, -0.023, 0.024], [-0.055, 0.050, 0.081], [0.078, -0.044, -0.057], [0.144, -0.159, 0.087], [-0.012, 0.004, 0.029], [0.033, -0.225, -0.111], [-0.101, -0.063, -0.175], [0.075, -0.132, -0.101], [0.303, 0.189, -0.011], [-0.503, -0.058, 0.046], [0.322, -0.116, -0.149], [0.014, -0.132, 0.570], [-0.108, 0.248, 0.067], [0.024, 0.011, 0.096], [-0.041, 0.003, -0.030], [0.028, -0.034, 0.164], [0.029, -0.090, -0.079], [-0.110, -0.177, -0.110], [-0.025, 0.014, 0.020], [-0.026, -0.014, -0.246], [0.066, 0.150, -0.139], [0.094, 0.056, 0.139], [-0.274, -0.287, 0.055], [0.121, 0.386, -0.280], [0.042, -0.200, 0.358], [0.274, -0.285, -0.428], [-0.219, 0.102, -0.206], [-0.027, -0.049, -0.051], [0.009, 0.038, 0.002], [-0.032, -0.055, -0.059], [0.065, 0.018, 0.101], [0.161, 0.148, 0.081], [-0.008, 0.018, -0.034], [-0.050, 0.141, 0.199], [-0.193, 0.010, 0.096], [0.183, -0.018, -0.042], [-0.104, -0.366, 0.105], [0.015, 0.475, 0.072], [0.162, -0.165, -0.001], [-0.414, 0.096, -0.378], [-0.133, 0.013, 0.124], [-0.095, -0.012, -0.043], [0.039, 0.023, 0.029], [-0.157, 0.016, -0.002], [0.096, -0.028, -0.047], [0.193, 0.115, -0.080], [-0.028, 0.024, 0.010], [0.216, -0.015, 0.101], [0.041, -0.101, 0.186]], "lowdin_charge": [0.087, -0.746, 0.722, -0.126, -0.341, -0.666, 0.674, -0.183, -0.206, -0.214, 0.669, -0.274, -0.268, 0.117, 0.143, 0.132, 0.059, 0.119, 0.128, 0.120, 0.132, -0.055, -0.221, -0.001, -0.520, 0.014, 0.082, 0.066, 0.085, 0.084, 0.103, 0.122, 0.099, 0.090, 0.069, -0.065, -0.233, -0.007, -0.534, 0.011, 0.097, 0.067, 0.083, 0.085, 0.114, 0.124, 0.097, 0.092, 0.069, -0.074, -0.227, -0.004, -0.531, 0.011, 0.094, 0.072, 0.089, 0.004, 0.113, 0.123, 0.098, 0.091, 0.069, -0.068, -0.226, -0.022, -0.528, 0.012, 0.101, 0.069, 0.084, 0.074, 0.113, 0.122, 0.099, 0.091, 0.069, -0.055, -0.230, -0.016, -0.534, 0.015, 0.089, 0.072, 0.089, 0.065, 0.114, 0.119, 0.097, 0.089, 0.070], "homo_energy_ev": -10.122, "largest_force_ev_per_a": 3.34, "spin_multiplicity": 1}

---

{"formula": "C26H48Cl3LuN6O3Si", "method": "the ωB97M-V functional and the def2-TZVPD basis", "species": ["C", "C", "H", "H", "H", "C", "C", "H", "H", "H", "H", "Lu", "Cl", "Cl", "C", "O", "N", "C", "C", "H", "H", "H", "H", "H", "H", "H", "H", "H", "C", "C", "N", "H", "C", "O", "H", "H", "H", "H", "O", "C", "C", "C", "H", "C", "H", "C", "H", "C", "C", "H", "H", "H", "Si", "Cl", "C", "C", "C", "H", "H", "H", "H", "H", "H", "H", "H", "H", "C", "N", "C", "N", "C", "N", "C", "N", "C", "C", "H", "H", "H", "H", "H", "H", "H", "H", "H", "H", "H", "H"], "positions_angstrom": [[2.710, -1.309, -2.700], [3.237, -1.815, -1.386], [3.515, -0.894, -3.318], [1.943, -0.530, -2.551], [2.233, -2.134, -3.255], [4.533, -1.849, -1.031], [5.673, -1.492, -1.924], [4.796, -2.154, -0.013], [5.358, -1.084, -2.894], [6.292, -2.381, -2.117], [6.322, -0.753, -1.431], [-0.341, -0.182, 0.156], [-1.237, -2.467, -0.493], [-0.570, 1.159, -1.963], [-0.191, -2.111, 2.698], [-0.259, -0.896, 2.357], [-0.056, -2.522, 3.952], [0.045, -1.598, 5.079], [-0.014, -3.940, 4.278], [-0.256, -2.905, 1.934], [-0.105, -0.572, 4.738], [1.036, -1.693, 5.546], [-0.721, -1.872, 5.816], [-0.099, -4.513, 3.350], [-0.851, -4.189, 4.944], [0.934, -4.197, 4.768], [3.133, 1.309, -1.232], [4.617, 0.680, 0.836], [2.710, 2.128, -0.629], [4.180, 1.585, 1.290], [2.834, 1.809, 0.794], [1.663, 2.273, -0.908], [1.779, 1.662, 1.601], [0.591, 1.607, 1.176], [4.132, 1.461, 2.377], [1.991, 1.581, 2.683], [3.293, 3.037, -0.835], [4.810, 2.449, 1.036], [1.581, -0.932, -0.010], [2.170, -2.129, -0.352], [3.034, -2.280, 2.064], [2.600, -2.915, 0.897], [3.057, -1.187, 2.106], [3.417, -3.047, 3.169], [1.426, -2.753, -0.876], [2.493, -4.306, 0.859], [3.751, -2.549, 4.087], [3.392, -4.444, 3.096], [2.920, -5.076, 1.939], [2.080, -4.760, -0.048], [3.737, -5.046, 3.942], [2.879, -6.167, 1.867], [-1.828, 3.565, -5.852], [-0.001, 3.125, -6.744], [-1.471, 4.955, -4.647], [-2.366, 1.961, -5.056], [-3.016, 4.111, -7.203], [-0.706, 4.638, -3.926], [-2.376, 5.239, -4.096], [-1.101, 5.838, -5.185], [-2.645, 5.011, -7.711], [-4.003, 4.340, -6.779], [-3.141, 3.320, -7.954], [-1.619, 1.638, -4.316], [-2.474, 1.179, -5.822], [-3.326, 2.078, -4.538], [-3.052, 0.121, 2.125], [-2.620, 0.581, 0.778], [-2.660, 2.080, 0.759], [-4.013, 2.593, 1.069], [-4.385, 2.096, 2.411], [-4.399, 0.620, 2.473], [-5.351, 0.120, 1.463], [-4.990, 0.557, 0.097], [-3.623, 0.077, -0.213], [-4.977, 2.035, 0.094], [-2.341, 0.484, 2.879], [-3.073, -0.978, 2.125], [-2.348, 2.417, -0.238], [-1.956, 2.461, 1.512], [-5.386, 2.474, 2.659], [-3.646, 2.467, 3.132], [-5.340, -0.976, 1.496], [-6.354, 0.503, 1.698], [-3.326, 0.430, -1.210], [-3.603, -1.020, -0.195], [-5.984, 2.394, 0.350], [-4.691, 2.374, -0.909]], "forces_ev_per_angstrom": [[-0.108, -0.156, -0.147], [0.995, 0.082, 0.939], [-0.342, -0.107, 0.050], [0.263, -0.325, 0.032], [0.109, 0.293, 0.104], [-0.684, 0.058, -0.351], [0.488, 0.060, -0.100], [-0.102, -0.070, -0.336], [0.163, -0.148, 0.361], [-0.053, 0.237, -0.005], [-0.038, -0.126, -0.181], [0.684, -0.404, -0.212], [-0.250, 0.009, 0.130], [-0.091, 0.098, -0.073], [-0.001, 0.930, -0.452], [-0.042, -1.297, 0.608], [-0.009, 0.203, 0.111], [-0.005, -0.201, -0.067], [-0.007, -0.047, -0.116], [0.011, 0.225, 0.266], [0.003, -0.209, 0.000], [-0.231, 0.036, -0.113], [0.194, 0.178, -0.123], [0.040, 0.017, 0.212], [0.182, 0.011, -0.139], [-0.219, 0.095, -0.133], [-0.216, 0.130, 0.243], [-0.265, 0.260, 0.113], [0.074, -0.240, -0.182], [0.125, 0.110, 0.052], [-0.550, 0.084, 0.611], [0.263, -0.069, 0.137], [-0.471, -0.241, -1.320], [1.065, 0.395, 0.758], [0.177, 0.024, -0.193], [0.052, -0.075, -0.422], [-0.184, -0.169, 0.128], [-0.093, -0.223, 0.150], [-0.530, 0.730, 0.407], [-0.251, -0.163, -0.191], [-0.009, -0.275, 0.034], [-0.129, 0.258, -0.543], [-0.033, -0.341, -0.083], [0.022, -0.012, -0.097], [0.044, -0.192, 0.156], [0.210, 0.095, 0.049], [-0.069, -0.227, -0.334], [-0.031, -0.066, -0.009], [-0.054, 0.047, 0.048], [0.230, 0.026, 0.363], [-0.147, 0.227, -0.267], [0.026, 0.377, 0.151], [-0.175, -0.089, 0.060], [0.143, 0.037, -0.184], [-0.052, -0.072, -0.020], [0.016, 0.151, 0.046], [0.097, 0.007, 0.029], [-0.177, 0.070, -0.132], [0.151, -0.028, -0.061], [-0.081, -0.209, 0.126], [-0.079, -0.189, 0.103], [0.176, -0.044, -0.067], [0.030, 0.161, 0.167], [-0.234, 0.043, -0.243], [0.031, 0.191, 0.202], [0.113, -0.045, -0.082], [-0.579, 0.243, 0.141], [-0.172, 0.183, 0.097], [-0.566, 0.075, 0.065], [0.201, -0.542, 0.092], [0.145, -0.199, -0.377], [0.210, 0.062, -0.317], [0.350, 0.140, -0.207], [0.507, 0.164, 0.356], [-0.516, 0.198, 0.110], [0.319, -0.218, 0.078], [-0.091, -0.130, -0.233], [0.086, 0.278, 0.027], [-0.086, -0.093, 0.252], [-0.145, -0.127, -0.230], [0.246, -0.082, 0.025], [-0.224, -0.005, -0.053], [-0.127, 0.182, -0.013], [0.223, -0.179, -0.035], [-0.070, -0.107, 0.246], [0.004, 0.273, -0.028], [0.260, -0.027, -0.137], [-0.139, 0.014, 0.171]], "lowdin_charge": [-0.038, -0.233, 0.062, 0.055, 0.095, -0.123, -0.103, 0.104, 0.059, 0.076, 0.069, 1.164, -0.076, -0.046, -0.294, -0.180, -0.161, -0.015, -0.033, 0.094, 0.086, 0.095, 0.096, 0.097, 0.095, 0.088, 0.094, 0.093, -0.020, -0.038, -0.161, 0.034, -0.261, -0.189, 0.089, 0.154, 0.099, 0.095, -0.407, -0.429, -0.047, -0.181, 0.106, -0.097, 0.087, -0.030, 0.101, -0.116, -0.086, 0.125, 0.100, 0.104, 0.096, 0.283, -0.222, -0.233, -0.222, 0.028, 0.030, 0.030, 0.029, 0.031, 0.030, -0.053, 0.035, 0.030, -0.182, -0.201, -0.183, -0.087, -0.169, -0.090, -0.167, -0.085, -0.195, -0.165, 0.120, 0.125, 0.086, 0.120, 0.124, 0.123, 0.126, 0.124, 0.102, 0.081, 0.124, 0.126], "homo_energy_ev": -8.318, "largest_force_ev_per_a": 1.43, "spin_multiplicity": 1, "de_lowest_kj_mol": 0.0}